Record 1
105
Properties=species:S:1:pos:R:3 method="wB97M-V/def2-TZVPD" e_above_lowest_kj_mol=1.9 s2=6.01 e_homo_ev="-9.427 / -11.751" lumo_ev="-2.2273 / -4.3558" charge=+1 max_force_ev_per_a=0.26 multiplicity=5
Co 0.49 -0.15 -0.89
C -2.60 0.94 1.24
Si -0.80 0.41 1.35
C 0.04 1.82 2.28
C -0.53 2.35 3.44
C 0.05 3.42 4.11
C 1.21 4.00 3.61
C 1.79 3.50 2.46
C 1.21 2.41 1.79
P 1.92 1.70 0.28
C 2.33 3.13 -0.83
C 3.69 3.83 -0.62
C 4.77 3.17 -1.47
C 4.49 3.39 -2.97
C 2.99 3.60 -3.23
C 2.17 2.71 -2.31
C 3.36 0.70 0.83
C 4.53 1.37 1.56
C 5.70 0.36 1.64
C 5.21 -1.09 1.70
C 3.90 -1.18 2.47
C 2.79 -0.39 1.76
C -0.62 -1.25 2.24
C -0.69 -1.23 3.63
C -0.57 -2.39 4.38
C -0.37 -3.61 3.73
C -0.30 -3.65 2.35
C -0.43 -2.49 1.59
P -0.21 -2.48 -0.23
C 1.06 -3.75 -0.69
C 0.70 -5.26 -0.47
C 1.80 -6.01 0.27
C 3.14 -5.84 -0.44
C 3.51 -4.35 -0.59
C 2.42 -3.41 -0.07
C -1.72 -2.89 -1.23
C -2.90 -1.97 -0.90
C -3.69 -2.43 0.33
C -4.14 -3.88 0.20
C -2.96 -4.80 -0.10
C -2.23 -4.34 -1.35
H -3.01 0.94 2.26
H -3.23 0.30 0.64
H -2.67 1.96 0.86
H -1.45 1.93 3.84
H -0.41 3.81 5.00
H 1.66 4.84 4.12
H 2.69 3.96 2.07
H 1.54 3.83 -0.57
H 3.96 3.87 0.43
H 3.58 4.87 -0.93
H 4.80 2.10 -1.25
H 5.75 3.57 -1.20
H 4.84 2.53 -3.53
H 5.04 4.26 -3.33
H 2.76 3.38 -4.28
H 2.71 4.64 -3.08
H 2.50 1.67 -2.45
H 1.11 2.75 -2.57
H 3.72 0.23 -0.09
H 4.20 1.65 2.57
H 4.87 2.28 1.08
H 6.31 0.59 2.52
H 6.35 0.49 0.77
H 5.97 -1.73 2.15
H 5.06 -1.48 0.69
H 4.06 -0.77 3.48
H 3.59 -2.22 2.61
H 2.15 0.08 2.52
H 2.15 -1.06 1.19
H -0.81 -0.29 4.15
H -0.62 -2.35 5.46
H -0.26 -4.52 4.31
H -0.13 -4.60 1.88
H 1.16 -3.58 -1.77
H 0.57 -5.73 -1.45
H -0.25 -5.38 0.05
H 1.53 -7.07 0.32
H 1.88 -5.66 1.30
H 3.07 -6.31 -1.43
H 3.92 -6.38 0.10
H 3.70 -4.10 -1.64
H 4.43 -4.13 -0.05
H 2.69 -2.39 -0.33
H 2.35 -3.47 1.02
H -1.34 -2.61 -2.22
H -3.57 -1.98 -1.77
H -2.56 -0.94 -0.78
H -4.55 -1.78 0.47
H -3.07 -2.33 1.23
H -4.87 -3.96 -0.62
H -4.66 -4.19 1.11
H -3.31 -5.83 -0.23
H -2.28 -4.81 0.76
H -2.94 -4.34 -2.18
H -1.43 -5.02 -1.63
N -0.23 0.06 -2.83
C 0.68 -0.76 -3.68
C 2.01 -1.10 -2.99
O 2.83 -1.73 -3.60
O 2.15 -0.64 -1.77
H -1.20 -0.21 -2.97
H -0.17 1.04 -3.10
H 0.90 -0.27 -4.62
H 0.19 -1.70 -3.92

***

Record 2
103
Properties=species:S:1:pos:R:3 method="wB97M-V/def2-TZVPD" e_above_lowest_kj_mol=0.0 s2=8.92 e_homo_ev="-2.287 / -2.497" lumo_ev="3.0447 / 3.8478" charge=-2 max_force_ev_per_a=0.96 multiplicity=6
Mn -0.46 -0.04 0.98
C 3.03 1.03 -0.22
C 3.00 -0.13 0.72
C 4.08 -0.76 1.36
C 3.51 -1.74 2.16
C 4.16 -2.71 3.08
N 2.18 -1.68 1.97
N 1.86 -0.70 1.09
B 1.03 -2.43 2.64
N 0.16 -3.07 1.54
N -0.50 -2.30 0.64
C -1.00 -3.11 -0.29
C -1.77 -2.65 -1.47
C -0.65 -4.44 0.02
C 0.09 -4.37 1.18
C 0.74 -5.46 1.96
N 0.16 -1.47 3.49
N -0.80 -0.67 2.95
C -1.47 -0.12 3.97
C -2.63 0.81 3.84
C -0.93 -0.57 5.17
C 0.11 -1.41 4.83
C 1.06 -2.12 5.72
H 3.96 1.58 -0.10
H 2.96 0.71 -1.26
H 2.19 1.70 -0.02
H 5.12 -0.52 1.27
H 5.24 -2.63 2.99
H 3.89 -2.52 4.12
H 3.87 -3.74 2.86
H 1.47 -3.29 3.36
H -1.58 -1.60 -1.68
H -1.50 -3.25 -2.34
H -2.85 -2.74 -1.30
H -0.89 -5.32 -0.54
H 0.48 -6.42 1.51
H 1.83 -5.36 1.95
H 0.42 -5.47 3.00
H -3.30 0.50 3.04
H -3.17 0.82 4.79
H -2.29 1.82 3.61
H -1.22 -0.28 6.16
H 0.84 -1.85 6.76
H 1.02 -3.20 5.61
H 2.09 -1.79 5.53
S -3.19 -0.43 0.49
C -3.73 1.14 0.07
C -4.99 1.33 -0.52
C -5.45 2.58 -0.92
C -6.75 2.70 -1.52
N -7.80 2.78 -1.99
C -4.63 3.71 -0.75
C -3.38 3.54 -0.17
C -2.92 2.30 0.27
S -1.40 2.22 1.10
C -5.06 5.01 -1.16
N -5.39 6.07 -1.49
H -5.62 0.47 -0.68
H -2.74 4.41 -0.04
N 1.27 3.56 3.08
C 1.61 2.22 3.02
O 0.89 1.42 2.41
C 2.84 1.84 3.66
I 2.24 1.73 6.62
H 0.31 3.73 2.80
H 1.57 4.03 3.91
H 3.57 2.59 3.93
H 3.15 0.81 3.60
O -0.16 0.25 -0.85
Si 0.16 0.46 -2.40
C -1.41 0.52 -3.46
C -1.69 -0.39 -4.48
C -2.83 -0.25 -5.27
C -3.71 0.80 -5.05
C -3.45 1.70 -4.03
C -2.31 1.56 -3.24
C 1.22 -0.96 -3.06
C 1.62 -1.09 -4.40
C 2.42 -2.14 -4.82
C 2.83 -3.11 -3.91
C 2.44 -3.01 -2.58
C 1.64 -1.95 -2.17
C 1.02 2.11 -2.70
C 0.72 3.17 -1.83
C 1.29 4.42 -2.00
C 2.17 4.65 -3.04
C 2.49 3.62 -3.91
C 1.92 2.36 -3.73
H -1.03 -1.23 -4.66
H -3.03 -0.97 -6.06
H -4.60 0.90 -5.66
H -4.14 2.52 -3.84
H -2.13 2.27 -2.45
H 1.30 -0.36 -5.13
H 2.71 -2.22 -5.86
H 3.45 -3.94 -4.23
H 2.74 -3.76 -1.86
H 1.34 -1.88 -1.13
H 0.05 2.99 -0.99
H 1.04 5.22 -1.30
H 2.62 5.63 -3.17
H 3.19 3.78 -4.72
H 2.20 1.57 -4.42

***

Record 3
14
Properties=species:S:1:pos:R:3 method="wB97M-V/def2-TZVPD" e_above_lowest_kj_mol=292.6 smiles="C#CC(=C)C(=C)C=S" e_homo_ev=-8.743 lumo_ev=-0.8825 max_force_ev_per_a=0.79 multiplicity=1
C -1.32 2.46 -0.62
C -1.07 1.32 -0.34
C -0.73 -0.05 0.01
C -1.70 -0.98 0.13
C 0.71 -0.38 0.18
C 1.13 -1.17 1.17
C 1.65 0.21 -0.79
S 3.23 -0.12 -0.96
H -1.54 3.48 -0.87
H -1.44 -2.02 0.32
H -2.74 -0.71 0.02
H 2.17 -1.43 1.27
H 0.44 -1.57 1.94
H 1.19 0.96 -1.46

***

Record 4
84
Properties=species:S:1:pos:R:3 method="wB97M-V/def2-TZVPD" s2=3.79 e_homo_ev="-5.606 / -5.553" lumo_ev="-0.5366 / -0.7402" max_force_ev_per_a=1.62 multiplicity=4
Re 0.72 -0.08 0.64
C 0.48 1.77 3.15
N -0.45 0.74 2.61
C -1.75 1.42 2.43
C -2.73 0.70 1.52
N -2.38 1.02 0.14
C -2.84 0.20 -0.93
C -2.32 2.42 -0.18
C -3.48 3.19 -0.23
C -3.42 4.53 -0.57
C -2.20 5.10 -0.87
C -1.04 4.34 -0.82
C -1.08 2.99 -0.47
S 0.42 2.08 -0.53
C -0.48 -0.34 3.60
C -1.53 -0.54 4.48
C -1.42 -1.47 5.51
C -0.26 -2.20 5.66
C 0.77 -2.06 4.74
C 0.66 -1.16 3.69
S 1.90 -1.15 2.45
H 0.07 2.19 4.07
H 0.60 2.57 2.42
H 1.45 1.34 3.36
H -1.52 2.38 1.97
H -2.19 1.65 3.40
H -3.75 1.01 1.78
H -2.65 -0.39 1.65
H -3.63 0.65 -1.54
H -3.16 -0.76 -0.54
H -0.85 0.28 -1.36
H -4.43 2.72 0.01
H -4.33 5.12 -0.60
H -2.14 6.15 -1.14
H -0.08 4.79 -1.06
H -2.45 0.02 4.39
H -2.26 -1.62 6.18
H -0.16 -2.90 6.48
H 1.65 -2.68 4.80
C -1.87 0.08 -4.34
C -1.83 -1.32 -4.47
C -1.62 -2.07 -3.32
C -1.48 -1.51 -2.07
N -1.67 -0.07 -1.90
C -1.76 0.69 -3.14
C -1.31 -2.25 -0.83
C -2.00 -3.48 -0.80
C -1.96 -4.35 0.26
C -1.21 -3.99 1.37
C -0.53 -2.79 1.37
C -0.54 -1.85 0.32
H -1.97 0.70 -5.22
H -1.90 -1.79 -5.44
H -1.49 -3.14 -3.40
H -1.72 1.76 -3.00
H -2.62 -3.72 -1.66
H -2.53 -5.28 0.24
H -1.15 -4.65 2.23
H 0.05 -2.61 2.25
C 3.58 1.70 1.35
Si 3.67 0.89 -0.35
C 5.24 -0.14 -0.44
C 3.82 2.41 -1.48
N 2.29 -0.19 -0.68
C 2.31 -0.93 -1.86
C 1.79 -2.23 -1.91
C 1.79 -2.96 -3.09
C 2.33 -2.43 -4.25
C 2.88 -1.16 -4.21
C 2.88 -0.42 -3.04
H 4.53 2.22 1.51
H 3.47 1.00 2.17
H 2.79 2.45 1.39
H 6.11 0.48 -0.23
H 5.38 -0.60 -1.42
H 5.21 -0.95 0.30
H 4.23 3.24 -0.90
H 2.85 2.72 -1.87
H 4.49 2.25 -2.33
H 1.42 -2.66 -1.00
H 1.38 -3.96 -3.09
H 2.32 -3.00 -5.17
H 3.31 -0.73 -5.11
H 3.30 0.58 -3.05

***

Record 5
59
Properties=species:S:1:pos:R:3 method="wB97M-V/def2-TZVPD" e_homo_ev=-3.900 lumo_ev=2.4727 charge=-1 max_force_ev_per_a=1.78 multiplicity=1
Ag 1.11 -0.50 -0.27
C -1.52 7.65 0.45
C -1.78 6.15 0.50
C -2.20 5.57 1.72
C -2.20 4.20 1.87
C -1.81 3.38 0.80
C -1.49 3.94 -0.44
C -1.47 5.33 -0.57
S -1.53 1.67 1.08
O -2.42 0.86 0.29
O -1.58 1.53 2.53
N -0.03 1.40 0.51
C 1.10 1.86 1.11
C 1.18 2.85 2.09
C 2.39 3.21 2.61
C 3.56 2.58 2.18
C 3.40 1.63 1.20
N 2.23 1.29 0.63
H -1.85 8.08 -0.53
H -0.48 7.90 0.56
H -2.05 8.14 1.27
H -2.51 6.19 2.55
H -2.50 3.74 2.80
H -1.22 3.29 -1.24
H -1.23 5.75 -1.54
H 0.25 3.24 2.40
H 2.47 3.99 3.34
H 4.59 2.90 2.50
H 4.31 1.21 0.84
C 0.86 -2.25 -3.92
C 1.02 -3.67 -3.46
C 2.50 -3.96 -3.13
C 0.03 -4.07 -2.38
C -0.87 -5.09 -2.60
C -1.75 -5.51 -1.63
C -1.70 -4.95 -0.36
C -0.78 -3.93 -0.08
C -0.78 -3.35 1.36
C 0.32 -4.09 2.12
C -0.72 -1.84 1.58
C 0.12 -3.51 -1.07
O 0.99 -2.55 -0.90
H 1.37 -2.17 -4.87
H 1.41 -1.58 -3.26
H -0.20 -1.93 -4.05
H 0.73 -4.35 -4.26
H 2.72 -3.24 -2.34
H 3.11 -3.90 -4.03
H 2.58 -4.97 -2.67
H -0.95 -5.52 -3.61
H -2.43 -6.32 -1.84
H -2.27 -5.39 0.45
H -1.71 -3.65 1.79
H 1.26 -3.86 1.64
H 0.15 -5.15 2.11
H 0.42 -3.76 3.15
H 0.30 -1.53 1.74
H -1.25 -1.57 2.53
H -1.18 -1.33 0.77

***

Record 6
59
Properties=species:S:1:pos:R:3 method="wB97M-V/def2-TZVPD" e_above_lowest_kj_mol=95.5 e_homo_ev=-7.467 lumo_ev=0.3935 max_force_ev_per_a=1.01 multiplicity=1
Au -0.75 0.38 -1.33
C -0.74 6.55 1.43
C -1.00 5.63 2.43
C -1.09 4.28 2.13
C -0.92 3.85 0.82
C -0.67 4.78 -0.18
C -0.57 6.13 0.12
P -0.96 2.09 0.38
C -2.32 1.39 1.36
C -2.26 0.06 1.78
C -3.33 -0.50 2.47
C -4.47 0.26 2.72
C -4.55 1.56 2.26
C -3.48 2.13 1.58
C 0.57 1.50 1.22
C 0.61 1.08 2.54
C 1.79 0.59 3.08
C 2.94 0.54 2.32
C 2.92 0.99 1.01
C 1.74 1.47 0.46
H -0.67 7.60 1.67
H -1.13 5.96 3.46
H -1.30 3.56 2.92
H -0.54 4.44 -1.21
H -0.38 6.85 -0.66
H -1.39 -0.54 1.56
H -3.27 -1.52 2.80
H -5.30 -0.18 3.26
H -5.44 2.15 2.44
H -3.54 3.15 1.23
H -0.28 1.12 3.15
H 1.80 0.25 4.11
H 3.85 0.14 2.74
H 3.81 0.96 0.40
H 1.72 1.80 -0.57
N -0.23 -1.54 -0.94
C 0.42 -2.35 -1.65
C 0.86 -2.16 -3.08
C 1.31 -0.93 -3.54
C 1.70 -0.77 -4.86
C 1.64 -1.83 -5.74
C 1.18 -3.07 -5.29
C 0.81 -3.23 -3.97
C 0.82 -3.66 -1.02
C 2.13 -4.10 -1.07
C 2.53 -5.23 -0.38
C 1.60 -5.95 0.36
C 0.28 -5.53 0.40
C -0.11 -4.38 -0.27
H 1.36 -0.09 -2.85
H 2.06 0.20 -5.20
H 1.94 -1.71 -6.77
H 1.12 -3.90 -5.98
H 0.46 -4.20 -3.62
H 2.86 -3.53 -1.64
H 3.56 -5.56 -0.42
H 1.90 -6.84 0.89
H -0.45 -6.08 0.98
H -1.13 -4.03 -0.23

***

Record 7
11
Properties=species:S:1:pos:R:3 method="wB97M-V/def2-TZVPD" e_above_lowest_kj_mol=677.7 e_homo_ev="-8.689 / -7.646" lumo_ev="-0.5413 / -1.2575" max_force_ev_per_a=6.49 multiplicity=1
C 0.61 -0.92 -0.01
C -0.77 -1.04 -0.01
C 0.03 1.46 -0.32
C 1.09 0.54 0.06
N -1.44 0.06 -0.13
O -2.63 0.27 -0.15
H 1.34 -1.82 0.04
H -1.25 -2.00 -0.32
H -0.25 2.15 0.48
H 1.34 0.60 1.03
H 1.91 0.69 -0.68

***

Record 8
14
Properties=species:S:1:pos:R:3 method="wB97M-V/def2-TZVPD" e_above_lowest_kj_mol=0.0 s2=0.76 e_homo_ev="-13.082 / -12.903" lumo_ev="-3.6212 / -7.1690" charge=+1 max_force_ev_per_a=1.61 multiplicity=2
C 2.60 0.41 0.63
S 1.54 0.99 -0.73
H 2.01 0.06 1.47
H 3.24 1.23 0.94
H 3.23 -0.40 0.27
C -1.85 -0.41 0.29
C -1.54 0.93 0.04
N -1.89 -1.32 -0.67
H -1.75 -0.84 1.27
H -1.62 1.65 0.84
H -1.27 1.19 -0.97
H 1.43 -0.16 -1.39
H -2.07 -1.05 -1.63
H -2.03 -2.28 -0.38